(1)
{"formula": "C31H52BrN5P2Re", "method": "ωB97M-V/def2-TZVPD", "homo_lumo_gap_ev": [4.944, 4.776], "lumo_energy_ev": [-14.4599, -14.6557], "spin_multiplicity": 4, "s_squared": 3.965, "charge": 4, "elements": ["N", "C", "C", "C", "C", "C", "C", "Re", "P", "C", "C", "C", "C", "C", "C", "C", "Br", "H", "H", "H", "H", "H", "H", "H", "H", "H", "H", "P", "C", "C", "H", "H", "H", "H", "H", "C", "C", "H", "H", "H", "H", "H", "C", "C", "H", "H", "H", "H", "H", "C", "C", "H", "H", "H", "H", "H", "C", "C", "H", "H", "H", "H", "H", "C", "C", "H", "H", "H", "H", "H", "C", "N", "C", "N", "C", "N", "C", "N", "C", "C", "H", "H", "H", "H", "H", "H", "H", "H", "H", "H", "H", "H"], "coordinates": [[-5.93, -2.17, 3.95], [-5.20, -1.25, 4.58], [-4.77, -0.08, 3.94], [-5.16, 0.13, 2.60], [-5.99, -0.83, 1.97], [-6.31, -1.99, 2.69], [-4.63, 1.25, 1.85], [0.01, 1.05, -0.84], [3.33, 0.60, -1.81], [-4.82, 1.39, 0.49], [-3.81, 1.94, -0.36], [-3.90, 1.78, -1.79], [-2.82, 1.24, -2.46], [-1.59, 1.32, -1.78], [-1.45, 2.43, -0.68], [-2.61, 2.40, 0.20], [1.46, 3.03, -1.40], [-3.95, 1.92, 2.40], [-5.73, 1.02, 0.00], [-4.12, 0.62, 4.47], [-6.32, -0.71, 0.94], [-4.93, -1.45, 5.63], [-6.91, -2.77, 2.21], [-4.85, 2.03, -2.27], [-2.55, 2.85, 1.20], [-2.85, 0.73, -3.42], [-1.27, 3.44, -1.07], [-0.46, -1.21, -1.10], [4.41, 2.01, -1.37], [4.94, 2.88, -2.50], [5.21, 1.67, -0.69], [3.77, 2.65, -0.74], [5.20, 3.87, -2.09], [5.87, 2.46, -2.92], [4.21, 3.04, -3.31], [3.03, 0.48, -3.64], [4.22, 0.45, -4.59], [2.34, 1.30, -3.90], [2.45, -0.45, -3.76], [3.82, 0.36, -5.61], [4.84, 1.35, -4.53], [4.85, -0.44, -4.43], [4.31, -0.87, -1.39], [5.80, -0.70, -1.67], [3.89, -1.74, -1.93], [4.14, -1.07, -0.32], [6.31, -1.65, -1.46], [5.99, -0.44, -2.72], [6.24, 0.07, -1.02], [0.28, -2.75, -0.28], [1.66, -3.21, -0.75], [-0.45, -3.54, -0.54], [0.27, -2.65, 0.81], [1.79, -4.27, -0.49], [1.80, -3.15, -1.83], [2.47, -2.66, -0.27], [-0.33, -2.00, -2.79], [-1.51, -1.88, -3.74], [-0.15, -3.07, -2.63], [0.58, -1.60, -3.27], [-1.28, -2.42, -4.68], [-2.43, -2.32, -3.35], [-1.72, -0.84, -4.02], [-2.26, -1.37, -0.65], [-2.69, -2.08, 0.64], [-2.71, -1.84, -1.52], [-2.70, -0.37, -0.63], [-3.68, -2.51, 0.47], [-2.01, -2.88, 0.93], [-2.79, -1.36, 1.47], [0.94, 2.12, 1.84], [0.73, 0.73, 1.27], [-0.42, 0.05, 1.93], [-0.31, 0.04, 3.40], [-0.15, 1.41, 3.88], [1.06, 2.09, 3.33], [2.23, 1.24, 3.67], [2.11, -0.12, 3.12], [1.95, -0.05, 1.65], [0.92, -0.71, 3.76], [0.10, 2.78, 1.57], [1.87, 2.52, 1.43], [-0.40, -0.99, 1.62], [-1.38, 0.51, 1.65], [-0.02, 1.37, 4.96], [-1.03, 2.01, 3.62], [3.15, 1.71, 3.30], [2.25, 1.15, 4.76], [1.84, -1.07, 1.27], [2.84, 0.39, 1.20], [1.04, -0.62, 4.84], [0.82, -1.76, 3.47]]}



(2)
{"formula": "C36H60As2BaClN4O2PSe2", "method": "ωB97M-V/def2-TZVPD", "homo_lumo_gap_ev": 6.874, "lumo_energy_ev": -0.1710, "e_above_lowest_kj_mol": 289.7, "elements": ["Ba", "C", "As", "C", "C", "C", "C", "C", "C", "C", "As", "C", "C", "H", "H", "H", "H", "H", "H", "H", "H", "H", "H", "H", "H", "H", "H", "H", "H", "Cl", "C", "C", "C", "C", "O", "C", "C", "O", "C", "H", "H", "H", "H", "C", "Se", "C", "C", "Se", "C", "H", "H", "H", "H", "H", "H", "H", "H", "H", "H", "N", "P", "N", "C", "C", "C", "C", "C", "N", "C", "C", "C", "C", "C", "N", "C", "C", "C", "C", "C", "H", "H", "H", "H", "H", "H", "H", "H", "H", "H", "H", "H", "H", "H", "H", "H", "H", "H", "H", "H", "H", "H", "H", "H", "H", "H", "H", "H", "H", "H"], "coordinates": [[0.41, -0.73, 0.41], [0.43, 0.23, 4.48], [-0.70, -0.38, 2.99], [-1.41, -1.98, 3.87], [-2.35, 0.63, 3.31], [-2.61, 1.18, 4.56], [-3.87, 1.68, 4.87], [-4.88, 1.62, 3.93], [-4.62, 1.10, 2.67], [-3.35, 0.62, 2.34], [-2.95, 0.06, 0.50], [-4.65, -0.82, 0.04], [-3.44, 1.81, -0.27], [0.03, -0.05, 5.45], [0.55, 1.32, 4.44], [1.41, -0.23, 4.36], [-2.00, -1.72, 4.75], [-0.58, -2.62, 4.18], [-2.03, -2.52, 3.15], [-1.83, 1.21, 5.31], [-4.06, 2.09, 5.86], [-5.87, 1.98, 4.17], [-5.41, 1.07, 1.94], [-5.47, -0.11, -0.02], [-4.88, -1.59, 0.78], [-4.54, -1.31, -0.92], [-4.35, 2.19, 0.19], [-3.60, 1.73, -1.35], [-2.63, 2.52, -0.09], [7.48, 2.02, 1.48], [6.00, 1.21, 1.06], [6.06, 0.01, 0.33], [4.92, -0.65, -0.01], [3.62, -0.16, 0.35], [2.56, -0.78, 0.01], [3.59, 1.06, 1.10], [2.37, 1.66, 1.52], [1.22, 1.26, 1.29], [4.80, 1.72, 1.44], [7.03, -0.38, 0.04], [4.95, -1.58, -0.56], [2.49, 2.59, 2.11], [4.75, 2.65, 2.00], [-0.73, 4.23, -2.01], [0.16, 3.11, -0.68], [1.71, 2.64, -1.77], [1.42, 1.78, -2.99], [0.73, -0.02, -2.59], [-1.17, 0.33, -2.83], [-0.02, 4.95, -2.41], [-1.53, 4.76, -1.50], [-1.15, 3.63, -2.82], [2.39, 2.12, -1.10], [2.18, 3.58, -2.08], [2.34, 1.61, -3.54], [0.70, 2.25, -3.66], [-1.37, 0.60, -3.87], [-1.48, 1.12, -2.15], [-1.69, -0.59, -2.58], [-0.84, -2.59, 0.19], [-0.54, -4.06, -0.07], [0.59, -4.89, 0.95], [0.21, -5.01, 2.35], [1.35, -5.62, 3.18], [2.33, -6.35, 2.27], [2.96, -5.35, 1.30], [1.92, -4.30, 0.89], [-1.85, -5.12, 0.08], [-3.17, -4.58, -0.25], [-4.20, -4.92, 0.86], [-3.50, -5.53, 2.06], [-2.77, -6.81, 1.63], [-1.88, -6.53, 0.39], [0.08, -4.44, -1.61], [-0.23, -5.62, -2.39], [1.05, -6.36, -2.78], [1.95, -5.43, -3.60], [2.23, -4.15, -2.82], [0.91, -3.51, -2.35], [-0.69, -5.63, 2.43], [-0.05, -4.01, 2.75], [0.94, -6.30, 3.93], [1.89, -4.84, 3.72], [1.80, -7.11, 1.71], [3.11, -6.85, 2.85], [3.33, -5.87, 0.41], [3.82, -4.85, 1.77], [2.12, -3.92, -0.11], [1.98, -3.42, 1.56], [-3.52, -4.99, -1.21], [-3.04, -3.50, -0.35], [-4.94, -5.63, 0.48], [-4.74, -4.01, 1.16], [-4.22, -5.77, 2.85], [-2.79, -4.81, 2.46], [-3.51, -7.57, 1.38], [-2.18, -7.20, 2.46], [-2.28, -7.09, -0.46], [-0.86, -6.86, 0.56], [-0.76, -5.32, -3.31], [-0.89, -6.27, -1.82], [0.80, -7.26, -3.36], [1.57, -6.67, -1.87], [1.44, -5.18, -4.54], [2.89, -5.93, -3.85], [2.78, -3.44, -3.43], [2.85, -4.39, -1.95], [0.38, -3.15, -3.24], [1.11, -2.65, -1.71]]}



(3)
{"formula": "C4H5NO", "method": "ωB97M-V/def2-TZVPD", "homo_lumo_gap_ev": 10.905, "lumo_energy_ev": 0.9746, "smiles": "C=COC1=NC1", "e_above_lowest_kj_mol": 314.6, "elements": ["C", "C", "O", "C", "N", "C", "H", "H", "H", "H", "H"], "coordinates": [[0.31, 0.19, -1.53], [0.74, -0.88, -0.87], [-0.04, -1.52, 0.09], [-0.52, -0.63, 0.97], [-1.17, -0.50, 2.02], [-0.51, 0.74, 1.30], [-0.70, 0.55, -1.41], [0.98, 0.74, -2.18], [1.72, -1.32, -0.95], [-1.18, 1.45, 0.80], [0.38, 1.19, 1.75]]}



(4)
{"formula": "C5H10O", "method": "ωB97M-V/def2-TZVPD", "homo_lumo_gap_ev": 11.184, "lumo_energy_ev": 1.0068, "smiles": "OC1CCCC1", "e_above_lowest_kj_mol": 11.3, "elements": ["O", "C", "C", "C", "C", "C", "H", "H", "H", "H", "H", "H", "H", "H", "H", "H"], "coordinates": [[-1.88, 0.06, 0.79], [-1.05, 0.18, -0.36], [-0.20, -1.07, -0.56], [0.95, -0.88, 0.43], [1.29, 0.61, 0.30], [-0.04, 1.30, -0.07], [-2.51, -0.65, 0.62], [-1.67, 0.41, -1.24], [-0.77, -1.99, -0.40], [0.18, -1.10, -1.59], [1.81, -1.53, 0.24], [0.59, -1.09, 1.44], [1.74, 1.01, 1.21], [2.02, 0.75, -0.51], [-0.44, 1.91, 0.75], [0.08, 1.96, -0.94]]}



(5)
{"formula": "C5H8NS", "method": "ωB97M-V/def2-TZVPD", "homo_lumo_gap_ev": 8.963, "lumo_energy_ev": -4.3982, "e_above_lowest_kj_mol": 391.4, "charge": 1, "elements": ["C", "C", "C", "C", "C", "N", "S", "H", "H", "H", "H", "H", "H", "H", "H"], "coordinates": [[0.52, 1.27, -1.33], [0.28, -1.23, -1.43], [1.33, -0.01, -1.65], [1.06, -0.56, -0.34], [-1.60, 1.06, 2.01], [0.22, 1.06, -0.09], [-0.56, 2.07, 0.95], [0.26, 2.18, -1.93], [-0.79, -1.10, -1.56], [0.65, -2.08, -1.86], [2.11, -0.13, -2.32], [1.64, -0.98, 0.61], [-1.04, 0.33, 2.60], [-2.42, 0.57, 1.43], [-2.15, 1.82, 2.69]]}



(6)
{"formula": "C3H10NOS", "method": "ωB97M-V/def2-TZVPD", "homo_lumo_gap_ev": [9.845, 6.608], "lumo_energy_ev": [0.8682, -2.2944], "spin_multiplicity": 2, "s_squared": 0.753, "e_above_lowest_kj_mol": 50.7, "elements": ["C", "N", "C", "C", "S", "H", "H", "H", "H", "H", "H", "H", "H", "H", "H", "O"], "coordinates": [[-1.67, 1.08, 0.95], [-0.36, 0.67, 1.44], [0.53, 0.17, 0.40], [0.46, -1.36, 0.32], [1.46, -2.32, -0.81], [-2.37, 0.31, 0.64], [-2.17, 1.71, 1.68], [-1.57, 1.75, 0.09], [-0.55, -0.03, 2.14], [1.57, 0.41, 0.58], [0.25, 0.70, -0.51], [0.73, -1.76, 1.31], [-0.60, -1.65, 0.23], [1.06, 0.14, -3.51], [1.70, -0.29, -2.22], [1.52, 0.49, -2.75]]}



(7)
{"formula": "C32H31N4RhS2Si", "method": "ωB97M-V/def2-TZVPD", "homo_lumo_gap_ev": 6.768, "lumo_energy_ev": -0.1040, "e_above_lowest_kj_mol": 0.0, "elements": ["Rh", "C", "C", "C", "C", "C", "C", "N", "N", "Si", "C", "C", "C", "H", "H", "H", "H", "H", "H", "H", "H", "H", "H", "H", "H", "H", "H", "H", "S", "C", "C", "C", "C", "C", "C", "N", "C", "C", "C", "C", "C", "C", "C", "H", "H", "H", "H", "H", "H", "H", "H", "C", "C", "C", "C", "C", "C", "C", "C", "C", "S", "C", "N", "H", "H", "H", "H", "H", "H", "H", "H"], "coordinates": [[-0.11, -0.20, 0.19], [-1.00, -2.64, 2.79], [0.06, -2.98, 1.78], [0.73, -4.19, 1.78], [1.72, -4.43, 0.82], [2.05, -3.47, -0.10], [1.35, -2.24, -0.05], [0.37, -2.06, 0.86], [1.46, -1.15, -0.81], [2.75, -0.69, -1.88], [2.99, -2.00, -3.22], [2.31, 0.93, -2.70], [4.34, -0.53, -0.89], [-0.96, -3.34, 3.62], [-2.00, -2.69, 2.35], [-0.84, -1.63, 3.17], [0.48, -4.92, 2.54], [2.23, -5.38, 0.82], [2.81, -3.63, -0.86], [2.03, -2.41, -3.54], [3.62, -2.83, -2.88], [3.48, -1.56, -4.09], [2.16, 0.80, -3.78], [3.09, 1.67, -2.56], [1.39, 1.34, -2.30], [4.60, -1.46, -0.40], [4.20, 0.23, -0.11], [5.18, -0.23, -1.52], [-4.34, -0.93, 1.59], [-3.66, 0.11, 2.80], [-4.23, 0.55, 3.99], [-3.49, 1.39, 4.80], [-2.20, 1.79, 4.43], [-1.63, 1.36, 3.24], [-2.37, 0.50, 2.43], [-1.96, -0.02, 1.21], [-2.88, -0.79, 0.67], [-2.63, -1.39, -0.63], [-3.59, -2.09, -1.35], [-3.30, -2.49, -2.65], [-2.07, -2.16, -3.20], [-1.11, -1.47, -2.46], [-1.36, -1.08, -1.15], [-5.23, 0.24, 4.28], [-3.91, 1.74, 5.73], [-1.64, 2.45, 5.08], [-0.63, 1.63, 2.95], [-4.56, -2.32, -0.92], [-4.03, -3.03, -3.23], [-1.85, -2.45, -4.22], [-0.15, -1.25, -2.92], [-2.25, 1.76, -1.65], [-0.98, 2.44, -1.26], [-0.75, 3.73, -1.80], [0.39, 4.41, -1.50], [1.29, 3.86, -0.57], [2.45, 4.56, -0.17], [3.27, 4.02, 0.78], [2.95, 2.79, 1.37], [1.83, 2.06, 1.00], [1.46, 0.57, 1.82], [0.99, 2.59, -0.02], [-0.11, 1.86, -0.45], [-2.92, 2.48, -2.11], [-2.75, 1.33, -0.78], [-2.07, 0.95, -2.36], [-1.48, 4.14, -2.48], [0.60, 5.38, -1.93], [2.65, 5.52, -0.62], [4.16, 4.55, 1.10], [3.59, 2.39, 2.14]]}



(8)
{"formula": "C27H15IrN5O7", "method": "ωB97M-V/def2-TZVPD", "homo_lumo_gap_ev": [4.003, 5.717], "lumo_energy_ev": [-4.3853, -5.7116], "spin_multiplicity": 5, "s_squared": 6.051, "charge": 1, "elements": ["Ir", "C", "C", "C", "C", "N", "C", "C", "C", "C", "C", "C", "N", "H", "H", "H", "H", "H", "H", "H", "H", "O", "C", "C", "O", "C", "C", "O", "C", "O", "O", "O", "N", "O", "C", "C", "C", "C", "C", "C", "N", "C", "C", "N", "C", "C", "C", "C", "H", "H", "H", "H", "H", "H", "H"], "coordinates": [[0.00, -0.02, 0.07], [-0.59, -0.01, 4.32], [0.75, 0.01, 4.79], [1.78, 0.01, 3.90], [1.53, -0.02, 2.50], [0.21, -0.04, 2.07], [-0.80, -0.03, 2.97], [2.50, 0.00, 1.50], [3.91, 0.02, 1.70], [4.75, 0.03, 0.63], [4.23, 0.01, -0.69], [2.88, -0.01, -0.85], [2.02, -0.01, 0.20], [-1.43, 0.00, 4.99], [0.95, 0.03, 5.85], [2.80, 0.02, 4.25], [-1.81, -0.05, 2.58], [4.30, 0.04, 2.70], [5.82, 0.05, 0.79], [4.88, 0.02, -1.56], [2.43, -0.03, -1.84], [0.07, 4.32, -4.28], [0.05, 3.47, -3.50], [0.07, 3.73, -1.80], [0.09, 4.84, -1.36], [0.04, 2.42, -1.29], [-0.01, 1.38, -2.37], [-0.05, 0.16, -2.03], [0.00, 1.90, -3.68], [-0.03, 1.39, -4.79], [0.04, 2.05, -0.07], [-2.88, -6.40, -0.43], [-3.69, -5.56, -0.09], [-4.80, -5.78, 0.33], [-3.21, -4.15, -0.05], [-4.17, -3.20, -0.04], [-3.82, -1.81, -0.03], [-4.77, -0.77, -0.06], [-4.33, 0.53, -0.05], [-2.96, 0.79, -0.01], [-2.06, -0.18, 0.02], [-2.48, -1.47, 0.00], [-1.47, -2.48, 0.03], [-0.18, -2.04, 0.09], [0.80, -2.92, 0.11], [0.55, -4.29, 0.06], [-0.73, -4.76, 0.00], [-1.80, -3.84, -0.02], [-5.20, -3.51, -0.05], [-5.82, -1.01, -0.09], [-5.02, 1.35, -0.07], [-2.58, 1.80, 0.02], [1.81, -2.52, 0.17], [1.39, -4.98, 0.08], [-0.93, -5.82, -0.04]]}



(9)
{"formula": "C4H12FO4Sr", "method": "ωB97M-V/def2-TZVPD", "homo_lumo_gap_ev": [5.617, 3.300], "lumo_energy_ev": [-9.5796, -11.8543], "spin_multiplicity": 2, "s_squared": 0.755, "charge": 2, "elements": ["Sr", "F", "C", "C", "O", "O", "H", "H", "H", "H", "H", "H", "C", "C", "O", "O", "H", "H", "H", "H", "H", "H"], "coordinates": [[1.32, 4.03, -0.28], [0.66, 1.55, -0.18], [0.87, -0.71, 2.56], [2.01, -1.23, 1.65], [2.57, -0.08, 0.98], [-0.24, -0.11, 1.91], [1.13, -0.15, 3.46], [0.51, -1.55, 3.16], [1.64, -1.96, 0.93], [2.75, -1.67, 2.33], [1.92, 0.44, 0.49], [0.07, 0.48, 1.22], [-1.52, -0.80, -2.19], [-2.06, 0.63, -2.00], [-2.05, 1.12, -0.69], [-0.16, -0.59, -2.02], [-1.71, -1.29, -3.15], [-1.97, -1.45, -1.44], [-3.07, 0.74, -2.39], [-1.50, 1.31, -2.65], [-1.14, 1.20, -0.38], [-0.03, 0.06, -1.33]]}



(10)
{"formula": "C29H34F3IrNO3P", "method": "ωB97M-V/def2-TZVPD", "homo_lumo_gap_ev": 8.567, "lumo_energy_ev": -6.3269, "e_above_lowest_kj_mol": 0.0, "charge": 2, "elements": ["Ir", "C", "O", "C", "C", "O", "C", "H", "H", "H", "H", "H", "H", "H", "H", "H", "H", "C", "C", "C", "C", "C", "O", "C", "N", "C", "C", "C", "C", "C", "C", "P", "C", "C", "C", "C", "C", "C", "C", "C", "C", "C", "C", "C", "H", "H", "H", "H", "H", "H", "H", "H", "H", "H", "H", "H", "H", "H", "H", "H", "H", "H", "H", "H", "H", "H", "H", "H", "F", "C", "F", "F"], "coordinates": [[0.24, 0.95, 0.49], [1.31, -1.67, 2.45], [0.88, -0.30, 2.29], [0.25, 0.24, 3.47], [-1.17, 0.64, 3.16], [-1.13, 1.57, 2.05], [-2.28, 2.46, 2.06], [1.91, -1.74, 3.36], [1.94, -1.91, 1.60], [0.46, -2.34, 2.49], [0.82, 1.12, 3.78], [0.28, -0.49, 4.27], [-1.60, 1.15, 4.02], [-1.79, -0.21, 2.89], [-2.32, 2.93, 3.04], [-3.19, 1.88, 1.88], [-2.15, 3.20, 1.29], [2.40, 2.59, 1.77], [3.38, 1.56, 1.21], [4.80, 2.08, 1.43], [3.15, 1.34, -0.27], [4.16, 0.45, -0.98], [3.37, -0.14, -2.06], [2.10, -0.04, -1.71], [1.88, 0.64, -0.63], [1.13, -0.62, -2.65], [1.63, -1.01, -3.89], [0.80, -1.59, -4.84], [-0.53, -1.82, -4.53], [-1.04, -1.44, -3.30], [-0.23, -0.80, -2.36], [-0.98, -0.45, -0.74], [-1.00, -2.12, -0.04], [0.17, -2.88, -0.17], [0.20, -4.20, 0.24], [-0.94, -4.78, 0.79], [-2.11, -4.04, 0.90], [-2.14, -2.72, 0.48], [-2.65, 0.17, -1.00], [-3.55, 0.13, 0.07], [-4.82, 0.66, -0.07], [-5.18, 1.28, -1.26], [-4.28, 1.36, -2.31], [-3.01, 0.82, -2.18], [2.58, 2.75, 2.84], [1.31, 2.36, 1.72], [2.51, 3.54, 1.26], [3.26, 0.61, 1.74], [4.97, 2.99, 0.85], [5.55, 1.34, 1.13], [4.97, 2.32, 2.48], [3.10, 2.31, -0.77], [4.52, -0.38, -0.36], [4.99, 0.98, -1.43], [2.68, -0.87, -4.11], [1.20, -1.88, -5.80], [-1.18, -2.30, -5.25], [-2.07, -1.65, -3.06], [1.06, -2.45, -0.62], [1.11, -4.78, 0.13], [-0.92, -5.81, 1.10], [-3.00, -4.50, 1.29], [-3.08, -2.18, 0.53], [-3.27, -0.33, 1.01], [-5.52, 0.61, 0.75], [-6.17, 1.70, -1.37], [-4.55, 1.85, -3.23], [-2.30, 0.92, -3.00], [-1.39, 3.00, -0.69], [-0.18, 2.42, -0.84], [-0.09, 2.10, -2.15], [0.73, 3.41, -0.63]]}